DFT (wB97M-V/def2-TZVPD) results for the ion C5H8N4O with charge +2 at a distorted geometry.

```
18
Properties=species:S:1:pos:R:3:forces:R:3
C -1.729 -0.033 -1.776 0.241 0.099 -1.005
C 0.144 -0.839 -0.238 0.977 -0.564 0.912
C -2.793 -0.045 0.394 0.999 1.870 -3.442
C 1.140 0.334 0.050 -1.465 -2.030 -1.637
C 3.347 0.197 1.080 -0.817 0.085 -2.333
N 2.070 0.050 1.099 1.227 -1.074 0.969
N -2.535 0.566 -0.741 -0.230 0.446 -0.603
N -2.740 -0.537 1.409 -1.840 -1.540 4.593
N -0.630 -0.554 -1.363 -1.562 1.582 1.068
O 0.375 -1.285 -1.733 0.734 -0.807 -1.144
H -2.045 0.119 -2.856 0.467 -0.663 1.526
H 1.560 0.551 -0.909 0.955 0.764 -0.222
H 0.411 0.999 0.359 -0.834 2.382 0.876
H 3.987 -0.249 1.763 0.571 -0.621 2.118
H 3.933 0.598 0.240 -0.971 0.343 0.019
H 1.672 -0.481 1.901 0.282 0.473 -0.579
H -2.941 1.500 -0.977 0.117 -1.021 0.668
H -3.226 -0.890 2.298 1.146 0.276 -1.782
```
Positions in Å, forces in eV/Å.

## Properties
Kohn-Sham gap	8.3	eV
relative energy (zero: lowest compared OMol25 entry of this formula, charge and spin)	35.7	kcal per mole
charge	+2

=====

DFT (wB97M-V/def2-TZVPD) results for a structure of composition C5H8N4O4S at a distorted geometry.

```
22
Properties=species:S:1:pos:R:3:forces:R:3
C -1.123 -0.730 -0.244 -0.733 -0.921 1.195
C -2.449 -0.504 -0.053 1.022 2.510 0.262
C -1.055 1.657 0.408 -0.659 -3.763 0.476
C -0.626 -2.124 -0.471 1.143 1.573 -2.452
C 1.048 0.499 -0.239 -0.534 -2.858 -0.187
N -0.311 0.286 0.185 -1.658 2.971 -0.138
N -0.413 2.421 1.409 0.668 0.923 -4.066
N -3.634 -1.194 -0.159 -0.051 1.062 0.711
N -1.167 2.407 -0.900 -0.212 0.988 0.307
O -3.700 -2.319 -0.595 -0.809 -0.387 -0.124
O -4.552 -0.442 0.284 -0.671 -2.340 -0.748
O -1.165 1.806 -1.929 0.434 -1.330 -0.924
O -1.419 3.585 -0.821 0.175 0.797 0.678
S -2.883 1.073 0.646 1.924 0.715 -0.136
H -1.412 -2.781 -0.698 -1.359 -1.055 1.102
H 0.127 -2.377 0.251 0.065 -0.518 0.314
H -0.214 -2.198 -1.498 0.780 0.483 0.470
H 1.559 -0.454 -0.079 0.241 0.126 -0.753
H 1.131 0.947 -1.192 0.027 -0.165 -1.556
H 1.520 1.151 0.377 1.081 1.974 2.301
H -0.581 2.121 2.284 -0.774 -1.705 3.547
H -0.709 3.369 1.351 -0.101 0.920 -0.279
```
Positions in Å, forces in eV/Å.

## Properties
Kohn-Sham gap (alpha / beta)	8.0 / 8.0	eV
relative energy (zero: lowest compared OMol25 entry of this formula, charge and spin)	95.0	kcal per mole
charge	0

=====

DFT (wB97M-V/def2-TZVPD) results for a cluster of 2 separate species, C5H8N5O in total at a distorted geometry.

```
19
Properties=species:S:1:pos:R:3:forces:R:3
C 3.569 0.034 0.449 0.630 -0.725 -0.220
C 2.620 -0.911 0.212 1.844 0.561 0.908
C 1.951 1.194 -0.373 1.205 -2.515 1.524
C -3.709 0.366 0.405 -0.190 -0.521 1.024
C 0.216 -0.530 -0.406 -1.240 0.172 -0.134
N 3.156 1.259 0.061 -1.368 2.489 -1.086
N 1.473 -0.178 -0.185 0.119 -0.279 -1.050
N -2.633 1.264 0.433 2.166 0.022 0.441
N -1.653 1.213 -0.455 0.797 -0.235 -0.220
N -0.345 -1.716 -0.472 0.705 -0.230 1.123
O -3.634 -0.733 -0.060 0.002 0.311 -0.502
H 4.630 0.014 0.733 -0.753 -0.825 0.063
H 2.962 -1.940 0.210 -1.458 -0.305 0.067
H 1.376 1.823 -0.974 -0.868 1.283 -0.248
H -4.528 0.801 0.972 -0.678 -0.267 0.000
H -2.421 1.711 1.414 -0.412 -0.603 -2.757
H -1.851 0.638 -1.340 -0.589 0.869 1.809
H 0.203 -2.583 -0.213 -0.994 1.110 -0.511
H -1.383 -1.725 -0.411 1.082 -0.312 -0.229
```
Positions in Å, forces in eV/Å.

## Properties
Kohn-Sham gap (alpha / beta)	7.0 / 8.0	eV
relative energy (zero: lowest compared OMol25 entry of this formula, charge and spin)	151.7	kcal per mole
charge	+1

=====

DFT (wB97M-V/def2-TZVPD) results for a cluster of 2 separate species, C5H8NO in total at a distorted geometry.

```
15
Properties=species:S:1:pos:R:3:forces:R:3
C 2.824 -0.799 -0.859 1.369 -1.659 0.465
C -1.976 -0.052 -0.217 -1.854 1.767 3.044
C -0.610 -0.212 -0.150 2.627 -1.775 -1.471
C 2.341 -0.332 0.416 0.431 1.372 2.823
C -2.365 1.061 0.902 1.810 -1.062 0.554
N 0.488 -0.424 -0.453 -0.977 0.820 1.763
O 2.461 0.197 1.440 -0.901 -1.973 -3.354
H 3.870 -1.067 -0.729 0.498 0.887 -0.234
H 2.523 0.037 -1.457 0.478 0.400 -1.001
H -2.113 0.374 -1.190 -0.752 -0.027 -0.691
H -2.578 -0.924 0.069 0.405 0.026 -0.733
H 2.418 -1.737 -1.263 -0.668 0.549 0.497
H -1.585 1.826 1.131 -0.530 -0.376 -0.983
H -3.225 1.453 0.447 -1.343 1.008 0.389
H -2.473 0.600 1.914 -0.593 0.042 -1.067
```
Positions in Å, forces in eV/Å.

## Properties
Kohn-Sham gap	11.2	eV
relative energy (zero: lowest compared OMol25 entry of this formula, charge and spin)	41.2	kcal per mole
charge	+1

=====

DFT (wB97M-V/def2-TZVPD) results for the ion C5H8NO with charge +1 at a distorted geometry.

```
15
Properties=species:S:1:pos:R:3:forces:R:3
C 1.308 1.309 -0.443 0.410 0.430 -0.760
N 0.649 0.607 0.684 -0.051 0.016 0.390
C -0.398 -0.368 0.223 -0.992 0.008 -0.070
C 0.148 -1.701 -0.115 0.118 -0.255 -0.100
C -1.627 0.080 0.161 1.658 0.146 0.331
C -2.893 0.086 -0.050 -1.131 0.298 -0.091
O -4.022 0.261 -0.184 0.154 -0.275 -0.061
H 1.838 0.595 -1.071 -0.069 -0.068 0.124
H 0.555 1.817 -1.043 -0.068 -0.089 0.158
H 2.019 2.042 -0.067 -0.045 -0.079 0.137
H 0.192 1.308 1.283 0.080 -0.295 -0.078
H 1.360 0.112 1.237 -0.209 0.173 -0.019
H 0.838 -1.641 -0.958 0.086 -0.008 -0.048
H 0.689 -2.129 0.730 0.059 -0.051 0.071
H -0.657 -2.378 -0.386 0.000 0.049 0.015
```
Positions in Å, forces in eV/Å.

## Properties
SMILES	C[NH2+]C(C)=C=C=O
Kohn-Sham gap	8.7	eV
relative energy (zero: lowest compared OMol25 entry of this formula, charge and spin)	34.0	kcal per mole
charge	+1

=====

DFT (wB97M-V/def2-TZVPD) results for the ion C5H8NO with charge +1 at a distorted geometry.

```
15
Properties=species:S:1:pos:R:3:forces:R:3
N -0.920 -1.262 -2.239 -0.167 -1.201 -0.933
C -0.622 -0.795 -0.925 2.044 2.985 0.732
C 0.231 0.286 -0.906 -1.914 -2.602 3.505
C 0.629 0.949 0.367 -0.094 2.311 -2.189
C 0.542 0.388 1.547 -0.447 -1.225 2.605
C 0.815 1.043 2.865 0.977 3.712 0.850
O 0.736 0.583 3.975 -0.317 -1.026 -1.144
H -1.291 -0.422 -2.711 -0.165 -1.243 -0.826
H -1.519 -2.073 -2.124 -1.264 0.374 -0.559
H -0.139 -1.747 -2.683 0.512 0.856 -0.533
H -1.307 -1.241 -0.223 0.551 0.331 0.783
H 0.642 0.662 -1.787 0.591 0.441 -1.465
H 0.904 2.059 0.192 -0.150 -1.958 0.759
H 0.181 -0.623 1.788 0.282 0.076 -0.850
H 1.119 2.194 2.864 -0.438 -1.831 -0.735
```
Positions in Å, forces in eV/Å.

## Properties
SMILES	[NH3+]/C=C/C=C/C=O
Kohn-Sham gap	8.2	eV
relative energy (zero: lowest compared OMol25 entry of this formula, charge and spin)	50.1	kcal per mole
charge	+1

=====

DFT (wB97M-V/def2-TZVPD) results for the ion C5H8NO with charge +1 at a distorted geometry.

```
15
Properties=species:S:1:pos:R:3:forces:R:3
C 0.667 -1.765 0.660 -0.162 -0.889 0.374
N 0.226 -0.393 0.387 -4.504 0.507 -2.113
C -1.069 -0.041 -0.117 4.491 1.625 0.073
O -2.091 -0.800 -0.063 -0.072 -1.413 0.518
C -0.914 1.310 -0.743 -4.676 0.949 0.952
C 0.297 1.800 -0.539 1.462 -0.491 -0.436
C 1.087 0.733 0.116 0.992 -0.066 -0.658
H 0.645 -2.504 -0.187 0.017 1.277 0.199
H -0.016 -2.220 1.400 0.554 0.398 -0.019
H 1.697 -1.703 1.033 -0.457 -0.150 0.078
H -2.961 -0.626 -0.479 0.865 0.672 0.036
H -1.897 1.930 -0.939 2.263 -1.424 -0.308
H 0.848 2.694 -0.920 -1.143 -0.594 0.653
H 1.875 0.477 -0.589 0.256 -0.438 -0.113
H 1.605 1.109 0.979 0.114 0.036 0.764
```
Positions in Å, forces in eV/Å.

## Properties
SMILES	C[N+]1=C(O)C=CC1
Kohn-Sham gap	10.3	eV
relative energy (zero: lowest compared OMol25 entry of this formula, charge and spin)	8.8	kcal per mole
charge	+1